a.
# CH2N2O2

One molecule with the formula CH2N2O2 (ωB97M-V with the def2-TZVPD basis set, OMol25).

Properties
Kohn-Sham gap (spin up / spin down), hartree: 0.31070 / 0.31011
E_LUMO (spin up / spin down), eV: -1.710 / -1.724
Net charge: 0
E_HOMO (spin up / spin down), eV: -10.2 / -10.2
Molar mass, Da: 74.0

Structure (XYZ):
```
7
CH2N2O2 | OMol25 | ωB97M-V with the def2-TZVPD basis set
C -1.614 1.340 -0.166
N 0.354 -1.490 -0.900
N -1.186 0.194 -0.810
O -2.734 1.631 -0.278
O -0.138 -0.461 -0.354
H -0.770 1.750 0.421
H 1.144 -1.944 -0.396
```

From a natural (NBO) analysis of the wavefunction, the atomic charges in e read: atom 1 (C): 0.48, atom 2 (N): -0.22, atom 3 (N): -0.22, atom 4 (O): -0.48, atom 5 (O): -0.01, atom 6 (H): 0.10, atom 7 (H): 0.34

***

b.
# CH2N2O2

One molecule with the formula CH2N2O2 (ωB97M-V with the def2-TZVPD basis set, OMol25).

Properties
Kohn-Sham gap (spin up / spin down), hartree: 0.34695 / 0.32863
E_LUMO (spin up / spin down), eV: -1.183 / -1.757
Net charge: 0
E_HOMO (spin up / spin down), eV: -10.6 / -10.7
Molar mass, Da: 74.0

Structure (XYZ):
```
7
CH2N2O2 | OMol25 | ωB97M-V with the def2-TZVPD basis set
C 0.336 -0.938 0.995
N -0.160 1.381 -1.437
N 0.764 -0.204 -0.098
O 1.114 -1.685 1.521
O -0.249 0.479 -0.513
H -0.724 -0.684 1.157
H -1.080 1.652 -1.625
```

From a natural (NBO) analysis of the wavefunction, the atomic charges in e read: atom 1 (C): 0.45, atom 2 (N): -0.19, atom 3 (N): -0.12, atom 4 (O): -0.48, atom 5 (O): -0.08, atom 6 (H): 0.11, atom 7 (H): 0.31

***

Name the most stable of them. b.

***

a.
# C3H2O3

One molecule with the formula C3H2O3 (ωB97M-V with the def2-TZVPD basis set, OMol25).

Properties
Kohn-Sham gap, hartree: 0.38062
E_LUMO, eV: 0.757
Net charge: 0
E_HOMO, eV: -9.6
Molar mass, Da: 86.0

Structure (XYZ):
```
8
C3H2O3 | OMol25 | ωB97M-V with the def2-TZVPD basis set
C -0.807 -0.042 -0.074
C 1.337 -0.591 0.084
C 1.293 0.694 -0.087
H 1.994 -1.557 0.199
H 2.064 1.452 0.348
O -2.021 -0.050 0.085
O 0.163 -1.076 -0.076
O -0.016 1.093 -0.019
```

From a natural (NBO) analysis of the wavefunction, the atomic charges in e read: atom 1 (C): 0.94, atom 2 (C): 0.06, atom 3 (C): -0.01, atom 4 (H): 0.24, atom 5 (H): 0.23, atom 6 (O): -0.55, atom 7 (O): -0.46, atom 8 (O): -0.45

***

b.
# C3H2O3

C3H2O3 as an isolated structure (ωB97M-V with the def2-TZVPD basis set, OMol25).

Properties
Kohn-Sham gap (spin up / spin down), hartree: 0.29753 / 0.29730
E_LUMO (spin up / spin down), eV: -0.339 / -0.349
Net charge: 0
E_HOMO (spin up / spin down), eV: -8.4 / -8.4
Molar mass, Da: 86.0

Structure (XYZ):
```
8
C3H2O3 | OMol25 | ωB97M-V with the def2-TZVPD basis set
C -0.379 0.895 -0.903
C 0.461 -0.186 -0.137
C -0.648 -0.087 0.833
O -0.973 -0.621 1.839
O -1.348 0.923 0.127
O 1.578 -0.880 -0.343
H -0.407 1.445 -1.811
H 1.715 -1.489 0.395
```

From a natural (NBO) analysis of the wavefunction, the atomic charges in e read: atom 1 (C): 0.11, atom 2 (C): 0.10, atom 3 (C): 0.74, atom 4 (O): -0.50, atom 5 (O): -0.54, atom 6 (O): -0.64, atom 7 (H): 0.22, atom 8 (H): 0.50

***

c.
# C3H2O3

One molecule with the formula C3H2O3 (ωB97M-V with the def2-TZVPD basis set, OMol25).

Properties
Kohn-Sham gap (spin up / spin down), hartree: 0.29735 / 0.30413
E_LUMO (spin up / spin down), eV: -0.913 / -0.761
Net charge: 0
E_HOMO (spin up / spin down), eV: -9.0 / -9.0
Molar mass, Da: 86.0

Structure (XYZ):
```
8
C3H2O3 | OMol25 | ωB97M-V with the def2-TZVPD basis set
C -0.826 0.330 -1.065
C 0.673 0.938 -0.467
C 1.625 0.747 0.558
O 2.617 1.418 0.742
O -0.670 1.300 -1.998
O 0.522 1.807 -1.560
H -1.632 -0.350 -0.950
H 1.353 -0.105 1.209
```

From a natural (NBO) analysis of the wavefunction, the atomic charges in e read: atom 1 (C): 0.10, atom 2 (C): 0.08, atom 3 (C): 0.29, atom 4 (O): -0.53, atom 5 (O): -0.15, atom 6 (O): -0.15, atom 7 (H): 0.22, atom 8 (H): 0.14

***

d.
# C3H2O3

One molecule with the formula C3H2O3 (ωB97M-V with the def2-TZVPD basis set, OMol25).

Properties
Kohn-Sham gap, hartree: 0.31072
E_LUMO, eV: -0.832
Net charge: 0
E_HOMO, eV: -9.3
Molar mass, Da: 86.0

Structure (XYZ):
```
8
C3H2O3 | OMol25 | ωB97M-V with the def2-TZVPD basis set
O -0.032 -1.617 1.319
C -0.533 -0.904 0.356
C 0.241 -0.150 -0.592
O 0.676 -0.654 -1.611
C 0.220 1.351 -0.365
O -0.272 1.832 0.626
H -1.010 -1.795 1.429
H 0.710 1.937 -1.163
```

From a natural (NBO) analysis of the wavefunction, the atomic charges in e read: atom 1 (O): -0.57, atom 2 (C): 0.21, atom 3 (C): 0.28, atom 4 (O): -0.49, atom 5 (C): 0.35, atom 6 (O): -0.47, atom 7 (H): 0.55, atom 8 (H): 0.14

***

Name the most stable of them. a.

***

a.
# Cl2H2NPS

A 2-piece molecular cluster, Cl2H2NPS overall (ωB97M-V with the def2-TZVPD basis set, OMol25).

Properties
Kohn-Sham gap, hartree: 0.31475
E_LUMO, eV: -0.644
Net charge: 0
E_HOMO, eV: -9.2
Molar mass, Da: 150.0

Structure (XYZ):
```
7
Cl2H2NPS | OMol25 | ωB97M-V with the def2-TZVPD basis set
N 0.900 -0.922 0.430
P 1.574 -0.044 -0.637
S -1.977 0.309 0.864
Cl 0.356 -0.227 -2.178
Cl -1.314 2.128 0.119
H -0.882 -0.143 0.146
H 1.342 -1.099 1.255
```

From a natural (NBO) analysis of the wavefunction, the atomic charges in e read: atom 1 (N): -1.15, atom 2 (P): 1.07, atom 3 (S): 0.00, atom 4 (Cl): -0.28, atom 5 (Cl): -0.20, atom 6 (H): 0.17, atom 7 (H): 0.38

***

b.
# Cl2H2NPS

One molecule with the formula Cl2H2NPS (ωB97M-V with the def2-TZVPD basis set, OMol25).

Properties
Kohn-Sham gap, hartree: 0.33852
E_LUMO, eV: -0.655
Net charge: 0
E_HOMO, eV: -9.9
Molar mass, Da: 150.0

Structure (XYZ):
```
7
Cl2H2NPS | OMol25 | ωB97M-V with the def2-TZVPD basis set
N -0.238 -0.270 1.577
P -0.419 0.055 0.087
S 1.496 0.552 -1.244
Cl -1.340 -1.413 -0.808
Cl -1.673 1.570 -0.350
H 0.556 0.253 2.142
H 1.617 -0.746 -1.404
```

From a natural (NBO) analysis of the wavefunction, the atomic charges in e read: atom 1 (N): -1.27, atom 2 (P): 1.43, atom 3 (S): -0.29, atom 4 (Cl): -0.19, atom 5 (Cl): -0.24, atom 6 (H): 0.42, atom 7 (H): 0.14

***

Name the most stable of them. b.

***

a.
# C8H10O2

A 2-piece molecular cluster, C8H10O2 overall (ωB97M-V with the def2-TZVPD basis set, OMol25).

Properties
Kohn-Sham gap, hartree: 0.33377
E_LUMO, eV: 0.624
Net charge: 0
E_HOMO, eV: -8.5
Molar mass, Da: 138.2

Structure (XYZ):
```
20
C8H10O2 | OMol25 | ωB97M-V with the def2-TZVPD basis set
C 1.478 -1.499 -0.303
C 0.561 -0.774 -1.085
C 0.421 0.562 -0.928
C 1.254 1.238 0.053
C 2.133 0.519 0.832
C 2.291 -0.828 0.594
C -1.846 -0.346 0.139
C -2.042 1.127 -0.225
H 1.626 -2.567 -0.327
H -0.051 -1.291 -1.835
H -0.213 1.109 -1.579
H 1.092 2.293 0.348
H 2.608 0.963 1.642
H 3.007 -1.309 1.191
H -2.360 -1.845 1.248
H -1.828 1.542 -1.240
H -3.050 1.410 0.250
H -1.277 1.716 0.542
O -1.427 -1.221 -0.631
O -2.376 -0.799 1.314
```

From a natural (NBO) analysis of the wavefunction, the atomic charges in e read: atom 1 (C): -0.24, atom 2 (C): -0.15, atom 3 (C): -0.26, atom 4 (C): -0.21, atom 5 (C): -0.25, atom 6 (C): -0.20, atom 7 (C): 0.81, atom 8 (C): -0.75, atom 9 (H): 0.21, atom 10 (H): 0.25, atom 11 (H): 0.20, atom 12 (H): 0.20, atom 13 (H): 0.21, atom 14 (H): 0.20, atom 15 (H): 0.51, atom 16 (H): 0.26, atom 17 (H): 0.25, atom 18 (H): 0.26, atom 19 (O): -0.63, atom 20 (O): -0.69

***

b.
# C8H10O2

A 2-piece molecular cluster, C8H10O2 overall (ωB97M-V with the def2-TZVPD basis set, OMol25).

Properties
Kohn-Sham gap, hartree: 0.34158
E_LUMO, eV: 0.633
Net charge: 0
E_HOMO, eV: -8.7
Molar mass, Da: 138.2

Structure (XYZ):
```
20
C8H10O2 | OMol25 | ωB97M-V with the def2-TZVPD basis set
C -1.035 -1.980 0.451
C -1.417 -1.505 1.810
C 0.577 0.524 0.692
C -0.518 1.042 -0.012
C -0.344 1.669 -1.233
C 0.905 1.626 -1.880
C 1.957 0.984 -1.165
C 1.794 0.489 0.125
H 0.096 -1.272 -1.069
H -2.359 -2.144 2.142
H -0.592 -1.403 2.680
H -1.710 -0.362 1.438
H 0.296 0.230 1.714
H -1.470 1.050 0.438
H -1.131 2.158 -1.766
H 1.071 1.977 -2.909
H 2.892 0.900 -1.687
H 2.633 -0.083 0.573
O -1.720 -2.496 -0.429
O 0.072 -1.405 0.086
```

From a natural (NBO) analysis of the wavefunction, the atomic charges in e read: atom 1 (C): 0.77, atom 2 (C): -0.74, atom 3 (C): -0.12, atom 4 (C): -0.26, atom 5 (C): -0.20, atom 6 (C): -0.25, atom 7 (C): -0.20, atom 8 (C): -0.27, atom 9 (H): 0.53, atom 10 (H): 0.26, atom 11 (H): 0.25, atom 12 (H): 0.26, atom 13 (H): 0.21, atom 14 (H): 0.20, atom 15 (H): 0.21, atom 16 (H): 0.22, atom 17 (H): 0.21, atom 18 (H): 0.22, atom 19 (O): -0.62, atom 20 (O): -0.68

***

c.
# C8H10O2

A 2-piece molecular cluster, C8H10O2 overall (ωB97M-V with the def2-TZVPD basis set, OMol25).

Properties
Kohn-Sham gap, hartree: 0.36282
E_LUMO, eV: 0.638
Net charge: 0
E_HOMO, eV: -9.2
Molar mass, Da: 138.2

Structure (XYZ):
```
20
C8H10O2 | OMol25 | ωB97M-V with the def2-TZVPD basis set
C 2.552 0.832 1.076
C 2.107 -0.346 1.424
C 2.219 -1.461 0.596
C 2.734 -1.286 -0.709
C 3.142 0.032 -1.109
C 3.016 1.200 -0.203
C -4.131 -0.027 0.149
C -3.483 1.196 -0.672
H 2.415 1.628 1.870
H 1.900 -0.499 2.493
H 1.947 -2.501 0.692
H 3.102 -2.325 -1.142
H 3.847 0.003 -2.123
H 3.211 2.215 -0.509
H -5.571 -1.650 -0.076
H -3.181 2.031 -0.031
H -2.629 0.565 -1.164
H -4.193 1.519 -1.433
O -4.153 -0.038 1.403
O -4.851 -1.087 -0.530
```

From a natural (NBO) analysis of the wavefunction, the atomic charges in e read: atom 1 (C): -0.21, atom 2 (C): -0.24, atom 3 (C): -0.20, atom 4 (C): -0.24, atom 5 (C): -0.21, atom 6 (C): -0.22, atom 7 (C): 0.80, atom 8 (C): -0.70, atom 9 (H): 0.21, atom 10 (H): 0.22, atom 11 (H): 0.22, atom 12 (H): 0.22, atom 13 (H): 0.22, atom 14 (H): 0.23, atom 15 (H): 0.52, atom 16 (H): 0.25, atom 17 (H): 0.25, atom 18 (H): 0.24, atom 19 (O): -0.59, atom 20 (O): -0.77

***

Name the most stable of them. a.